Molecular formula: C36H66N12O2P2
Method: DFT, ωB97M-V/def2-TZVPD

Geometry as XYZ:
```
118
Properties=species:S:1:pos:R:3
N -0.61 0.78 1.26
C -0.62 -0.48 0.73
C 0.39 -0.64 -0.21
C 1.01 0.55 -0.19
C 0.46 1.37 0.71
H -1.21 1.22 1.94
H -1.36 -1.14 1.15
H 0.69 -1.51 -0.78
H 1.79 0.82 -0.90
H 0.74 2.38 0.96
N -4.70 2.14 0.25
C -5.76 1.54 -0.41
C -5.77 0.21 -0.17
C -4.66 -0.08 0.55
C -3.91 1.12 0.76
H -4.50 3.12 0.26
H -6.40 2.27 -0.88
H -6.58 -0.44 -0.48
H -4.39 -1.07 0.90
H -3.05 1.32 1.38
N -2.23 -3.91 2.26
C -2.18 -4.87 1.32
C -1.76 -6.04 1.96
C -1.79 -5.74 3.33
C -2.02 -4.45 3.51
H -2.49 -2.94 2.19
H -2.44 -4.66 0.29
H -1.57 -6.97 1.46
H -1.60 -6.39 4.18
H -2.25 -3.85 4.38
N -3.27 0.53 -2.34
C -4.03 0.32 -3.41
C -3.31 0.53 -4.59
C -1.98 0.87 -4.17
C -1.99 0.84 -2.77
H -3.44 0.61 -1.35
H -5.09 0.11 -3.28
H -3.57 0.47 -5.63
H -1.17 1.06 -4.86
H -1.24 0.93 -2.00
N -2.83 3.49 2.76
C -1.42 3.57 2.80
C -0.98 2.70 3.74
C -2.10 2.05 4.38
C -3.22 2.52 3.70
H -3.39 3.93 2.05
H -1.10 4.36 2.14
H 0.06 2.49 3.91
H -2.18 1.36 5.21
H -4.21 2.13 3.84
N -2.40 -2.21 -3.58
C -2.08 -2.77 -2.37
C -1.80 -4.12 -2.70
C -1.85 -4.31 -4.07
C -2.21 -3.11 -4.58
H -2.80 -1.29 -3.67
H -2.26 -2.22 -1.46
H -1.41 -4.77 -1.92
H -1.61 -5.24 -4.57
H -2.45 -2.83 -5.59
O 3.39 5.01 -5.05
P 2.17 5.06 -4.18
N 1.66 6.72 -3.88
C 2.61 7.47 -3.05
C 1.04 7.52 -4.97
N 2.37 4.41 -2.60
C 3.75 4.10 -2.20
C 1.36 4.00 -1.59
N 0.86 4.29 -4.92
C 1.03 3.13 -5.79
C -0.53 4.52 -4.50
H 3.54 7.48 -3.62
H 2.72 7.06 -2.05
H 2.17 8.45 -2.91
H 0.63 8.43 -4.54
H 0.25 6.90 -5.38
H 1.72 7.78 -5.78
H 3.83 3.22 -1.57
H 4.44 4.06 -3.04
H 4.16 4.95 -1.64
H 0.42 4.54 -1.68
H 1.32 2.91 -1.66
H 1.66 4.28 -0.58
H 0.04 2.79 -6.09
H 1.51 3.35 -6.74
H 1.58 2.35 -5.28
H -0.99 3.77 -3.87
H -1.13 4.76 -5.38
H -0.58 5.47 -3.97
O 5.23 -4.74 2.99
P 4.03 -4.14 3.67
N 2.96 -3.47 2.50
C 1.81 -2.60 2.75
C 2.95 -3.91 1.09
N 4.17 -2.97 4.86
C 4.59 -3.46 6.14
C 4.63 -1.62 4.45
N 2.94 -5.34 4.27
C 3.12 -6.72 3.93
C 1.62 -5.05 4.81
H 0.87 -3.15 2.71
H 1.73 -1.76 2.05
H 1.87 -2.24 3.78
H 3.89 -4.14 0.59
H 2.39 -3.24 0.44
H 2.46 -4.88 1.11
H 5.65 -3.67 6.18
H 4.61 -2.69 6.91
H 4.19 -4.43 6.44
H 5.71 -1.69 4.39
H 4.13 -1.26 3.55
H 4.47 -0.97 5.31
H 2.79 -7.33 4.76
H 2.46 -6.88 3.08
H 4.11 -6.97 3.54
H 1.29 -5.86 5.46
H 0.86 -5.10 4.03
H 1.62 -4.11 5.38
```

E_LUMO (alpha / beta): 0.0795 / 0.0778 Ha
Kohn-Sham gap (alpha / beta): 2.38 / 8.13 eV
Highest occupied orbital energy (alpha / beta): -0.2 / -6.0 eV
Net charge: -1
Multiplicity: 2
E_tot: -2901.53013 hartree
Expectation value of S²: 0.751